Record 1
Entry from the Open Molecules 2025 dataset: an isolated molecule of C6H11N (ωB97M-V with the def2-TZVPD basis set).

Computed properties:
Frontier orbital gap in eV: 7.0599
2S+1: 1
LUMO in eV: 0.9
Net charge: 0

Cartesian coordinates (Å):
C  0.33009  0.18048  -0.04194
C  -0.75824  0.41556  -1.06162
C  -1.75792  -0.88083  0.48500
C  -0.44903  -0.50648  1.11275
C  1.39942  -0.76574  -0.60962
C  0.99368  1.48170  0.41043
N  -1.83367  -0.27748  -0.69629
H  -2.65984  -0.32640  -1.27550
H  -0.59601  0.71251  -2.07682
H  -2.61934  -1.27102  0.98600
H  0.08853  -1.37281  1.50815
H  -0.59835  0.19257  1.94472
H  1.48988  1.96697  -0.43206
H  0.94214  -1.70353  -0.92130
H  1.88859  -0.31311  -1.47177
H  2.15523  -0.98124  0.14477
H  1.73721  1.27944  1.18280
H  0.24761  2.16941  0.81231

Atomic partial charges in e from the Mulliken method, atoms 1 to 8: 1.892 -1.071 -0.557 -0.905 -1.763 -1.754 0.124 0.224

Record 2
Entry from the Open Molecules 2025 dataset: an isolated molecule of C5H6O (ωB97M-V with the def2-TZVPD basis set).

Computed properties:
Frontier orbital gap in eV: 10.8158
2S+1: 1
LUMO in eV: 1.0
Net charge: 0
Structure (SMILES): C#C[C@@]1(C)CO1

Cartesian coordinates (Å):
C  0.58061  1.86620  -1.58593
C  0.20999  0.85096  -0.97780
C  -1.45385  -0.65074  0.05759
C  -0.04629  -0.21759  -0.02141
C  0.93849  -0.41344  1.04379
O  -0.52212  -1.40456  -0.66354
H  0.65547  2.70790  -2.18560
H  -1.80848  -1.11810  1.03788
H  -2.25501  -0.15129  -0.53955
H  0.78610  -1.18486  1.75306
H  1.17960  0.44405  1.74154
H  1.73550  -0.72854  0.33998

Atomic partial charges in e from the Mulliken method, atoms 1 to 8: -0.191 -0.925 -0.539 1.383 -1.244 -0.451 0.483 0.231

Record 3
Entry from the Open Molecules 2025 dataset: a structure of composition C23H19F6MnN2O11PS3 (ωB97M-V with the def2-TZVPD basis set).

Computed properties:
Frontier orbital gap (spin up / spin down) in eV: 7.1950 / 6.8603
2S+1: 2
LUMO (spin up / spin down) in eV: 4.4 / 4.4
Net charge: -2
⟨S²⟩: 1.15

Cartesian coordinates (Å):
Mn  0.95895  0.09593  1.36707
O  3.92990  -1.61501  3.40193
C  2.99238  -1.30062  2.68661
O  2.16463  -0.33953  2.88492
C  2.69888  -2.12377  1.36802
O  3.38372  -3.07311  1.04180
O  1.67201  -1.68059  0.71164
F  -0.92769  0.54285  6.21571
C  -0.25750  0.10740  5.13582
F  0.67589  0.98901  4.84773
F  0.30640  -1.05646  5.44768
S  -1.45986  -0.14339  3.75178
O  -0.68617  -0.62925  2.63530
O  -2.41428  -1.05437  4.30838
N  -2.09143  1.27856  3.56464
S  -1.93300  2.22723  2.31427
O  -0.99359  1.80127  1.31406
O  -3.22180  2.68056  1.87714
C  -1.19558  3.74712  3.07555
F  -2.11999  4.34463  3.83912
F  -0.84237  4.60415  2.12340
F  -0.15405  3.49874  3.84321
N  -0.78943  -3.13634  0.77397
C  -1.06393  -3.24062  -0.56337
C  -1.60178  -4.44137  -1.06425
C  -1.93181  -4.58633  -2.39280
C  -1.74046  -3.53069  -3.27968
C  -1.22446  -2.34378  -2.79396
C  -0.87726  -2.16466  -1.45466
P  -0.31193  -0.47903  -0.93404
C  1.00069  -0.16466  -2.16810
C  1.79983  -1.19452  -2.65584
C  2.87563  -0.91761  -3.48717
C  3.16948  0.39227  -3.83612
C  2.39980  1.42796  -3.32527
C  1.33504  1.15328  -2.48300
C  -1.76439  0.43821  -1.58679
C  -1.87484  1.02377  -2.84429
C  -3.05355  1.64846  -3.23062
C  -4.14029  1.68695  -2.37003
C  -4.04787  1.08999  -1.12047
C  -2.87040  0.47135  -0.73649
H  -0.76577  -4.00951  1.27597
H  -0.00964  -2.52292  1.01326
H  -1.74646  -5.26473  -0.37320
H  -2.33811  -5.52869  -2.74205
H  -1.99505  -3.63026  -4.32704
H  -1.08672  -1.51405  -3.47799
H  1.59813  -2.21494  -2.35831
H  3.49724  -1.72968  -3.84433
H  4.01410  0.60823  -4.48018
H  2.65105  2.45765  -3.54798
H  0.78852  1.97178  -2.03084
H  -1.03749  0.99691  -3.52935
H  -3.11803  2.11062  -4.20905
H  -5.05388  2.18744  -2.66829
H  -4.87842  1.13322  -0.42829
H  -2.79564  0.01423  0.24301
C  4.17964  2.38414  1.45670
S  2.49346  2.38187  0.88163
O  1.63939  2.33556  2.07050
O  2.34456  3.54891  0.03646
O  2.35552  1.10426  0.14168
H  4.37286  3.33402  1.95023
H  4.82952  2.25988  0.59391
H  4.28769  1.55209  2.15077

Atomic partial charges in e from the Mulliken method, atoms 1 to 8: 1.890 -0.777 0.256 -0.779 0.602 -0.740 -0.253 -0.267

Record 4
Entry from the Open Molecules 2025 dataset: a structure of composition C14H19AsBrCoF6N3OS (ωB97M-V with the def2-TZVPD basis set).

Computed properties:
Frontier orbital gap (spin up / spin down) in eV: 5.7439 / 5.7541
2S+1: 2
LUMO (spin up / spin down) in eV: -9.7 / -9.7
Net charge: +2
⟨S²⟩: 0.76

Cartesian coordinates (Å):
Co  0.34375  0.21657  0.14440
N  -0.69363  -0.94527  -1.07760
C  -0.05711  -2.07241  -1.81369
C  1.00249  -1.59140  -2.76901
C  2.16517  -0.97104  -2.04317
N  1.74998  0.22063  -1.25721
H  -1.48967  -1.30850  -0.56585
H  -1.11191  -0.31670  -1.76252
H  -0.82911  -2.62152  -2.35034
H  0.37332  -2.75040  -1.07232
H  0.57226  -0.87786  -3.48208
H  1.35391  -2.43691  -3.36012
H  2.95167  -0.68346  -2.73728
H  2.59527  -1.69028  -1.34291
H  1.47777  0.96454  -1.89817
H  2.56798  0.58626  -0.77355
O  -3.58326  2.21331  4.58006
C  -2.76675  1.74554  3.64511
C  -1.41122  2.03622  3.54569
C  -0.69633  1.49318  2.51351
N  -1.18603  0.67405  1.54581
C  -2.50262  0.39316  1.69450
Br  -3.45705  -0.75426  0.52050
C  -3.30590  0.88790  2.69059
H  -3.14155  2.81793  5.18665
H  -0.90626  2.68757  4.24826
H  0.34465  1.73950  2.44790
H  -4.35383  0.62822  2.73475
F  1.38002  1.67049  0.82489
As  3.04648  1.72976  1.83341
F  3.60807  0.49781  0.73955
F  3.49060  2.90446  0.70861
F  4.45086  1.69863  2.75132
F  2.20867  2.83383  2.80693
F  2.26409  0.41355  2.69173
S  1.57728  -1.37977  1.55391
C  1.90756  -2.73098  2.38887
C  0.95116  -3.29163  3.32800
C  1.29717  -4.37798  4.06254
C  2.58717  -4.93720  3.89795
C  3.54223  -4.42212  2.99348
C  3.22349  -3.33253  2.24731
H  -0.01870  -2.81906  3.42111
H  0.60753  -4.81386  4.77230
H  2.85749  -5.79942  4.49960
H  4.51497  -4.88712  2.91169
H  3.92537  -2.88123  1.55643

Atomic partial charges in e from the Mulliken method, atoms 1 to 8: 0.047 -0.172 -0.552 -0.793 -0.447 -0.181 0.054 0.364